No. 1
{
  "formula": "C20H24N2O5PdS",
  "method": "ωB97M-V/def2-TZVPD",
  "e_above_lowest_ev": 0.0000,
  "e_tot_ha": -1788.432651,
  "lumo_ev": 4.63,
  "homo_ev": -2.09,
  "total_charge": -2,
  "species": ["Pd", "C", "C", "C", "C", "C", "C", "C", "C", "C", "C", "H", "H", "H", "H", "H", "H", "H", "H", "H", "H", "H", "H", "H", "H", "O", "C", "C", "C", "C", "O", "N", "H", "H", "H", "H", "N", "C", "C", "C", "C", "C", "C", "S", "O", "O", "O", "H", "H", "H", "H", "H", "H"],
  "xyz": [[0.55053, 0.34079, 0.10337], [3.08161, 2.17484, 0.67951], [1.82911, 3.03286, 0.52749], [2.17360, 4.38752, -0.10279], [0.70241, 2.36599, -0.25899], [0.94012, 1.59483, -1.46232], [-0.09432, 1.49891, -2.44617], [-1.31832, 2.09063, -2.27816], [-2.41911, 1.94246, -3.29607], [-1.56058, 2.82443, -1.08974], [-0.59720, 2.95035, -0.12605], [3.83863, 2.70657, 1.26497], [3.52224, 1.94346, -0.29385], [2.83656, 1.23960, 1.18430], [1.43429, 3.21515, 1.53444], [2.56370, 4.24278, -1.11428], [2.93251, 4.91562, 0.48333], [1.28655, 5.02059, -0.17677], [1.95602, 1.38985, -1.79286], [0.11201, 0.94687, -3.35908], [-3.21887, 1.29909, -2.91689], [-2.04501, 1.49989, -4.22075], [-2.86832, 2.90901, -3.54244], [-2.53736, 3.27549, -0.94156], [-0.80070, 3.53449, 0.76782], [-2.52120, -1.39183, 1.93508], [-1.44491, -1.27537, 2.50580], [-1.20850, -1.80433, 3.93310], [0.23548, -1.42832, 4.21950], [0.70390, -0.79930, 2.90059], [1.84892, -0.41050, 2.70848], [-0.31564, -0.72663, 1.99669], [-1.39147, -2.87961, 3.93345], [-1.93600, -1.34638, 4.60421], [0.88496, -2.26735, 4.46915], [0.33711, -0.68291, 5.01020], [-0.18213, -2.05050, -0.59431], [0.47293, -3.21668, -1.02970], [1.14622, -4.03094, -0.11812], [1.80450, -5.17336, -0.54630], [1.81827, -5.52502, -1.88925], [1.16207, -4.71379, -2.80192], [0.49499, -3.57138, -2.37755], [2.69942, -6.98863, -2.44111], [4.07898, -6.54735, -2.62609], [2.53407, -7.95035, -1.35499], [2.03746, -7.37318, -3.68486], [-0.60820, -2.11646, 0.31697], [-0.84131, -1.68687, -1.26706], [1.15034, -3.75364, 0.93087], [2.31038, -5.81572, 0.16326], [1.16036, -5.00020, -3.84560], [-0.02431, -2.94707, -3.09834]],
  "nbo_charge": [0.334, -0.615, -0.226, -0.600, -0.133, -0.315, -0.214, -0.089, -0.612, -0.267, -0.186, 0.184, 0.191, 0.261, 0.195, 0.197, 0.186, 0.201, 0.206, 0.193, 0.204, 0.201, 0.192, 0.187, 0.192, -0.665, 0.658, -0.519, -0.521, 0.669, -0.655, -0.726, 0.217, 0.210, 0.218, 0.211, -0.854, 0.257, -0.301, -0.159, -0.366, -0.166, -0.312, 2.413, -1.031, -1.038, -1.040, 0.405, 0.381, 0.203, 0.225, 0.227, 0.191]
}

---

No. 2
{
  "formula": "C5H10BrN2",
  "method": "ωB97M-V/def2-TZVPD",
  "e_above_lowest_ev": 3.6325,
  "e_tot_ha": -2879.681838,
  "lumo_ev": -5.99,
  "homo_ev": -14.75,
  "total_charge": 1,
  "species": ["C", "C", "C", "C", "C", "N", "N", "Br", "H", "H", "H", "H", "H", "H", "H", "H", "H", "H"],
  "xyz": [[1.94198, -1.56157, -0.02440], [0.60726, -1.00619, 0.49029], [0.63515, 0.49102, 0.80881], [-0.65080, 1.16065, 0.42618], [-1.90325, 0.55559, 0.65350], [-4.02048, 1.39002, -0.02205], [-3.00543, 1.07851, 0.24993], [-0.30610, 1.19897, -2.59903], [2.72177, -1.57048, 0.71133], [1.71220, -2.57208, -0.33019], [2.28000, -0.98494, -0.87849], [0.32150, -1.60741, 1.26254], [-0.06948, -1.19172, -0.27479], [1.49951, 0.91920, 0.46610], [0.65578, 0.56037, 1.87404], [-0.57383, 2.03750, -0.06084], [0.22887, 1.47182, -3.88260], [-2.07463, -0.36926, 1.12967]],
  "nbo_charge": [-0.592, -0.386, -0.491, 0.167, -0.252, 0.301, 0.136, -0.235, 0.218, 0.228, 0.210, 0.213, 0.198, 0.252, 0.274, 0.225, 0.251, 0.283]
}

---

No. 3
{
  "formula": "BH28O12",
  "method": "ωB97M-V/def2-TZVPD",
  "e_above_lowest_ev": 0.2837,
  "e_tot_ha": -944.562417,
  "lumo_ev": 2.73,
  "homo_ev": -7.58,
  "total_charge": -1,
  "species": ["B", "H", "H", "H", "H", "O", "H", "H", "O", "H", "H", "O", "H", "H", "O", "H", "H", "O", "H", "H", "O", "H", "H", "O", "H", "H", "O", "H", "H", "O", "H", "H", "O", "H", "H", "O", "H", "H", "O", "H", "H"],
  "xyz": [[31.85097, 5.62233, -9.83749], [31.80391, 6.76439, -9.53294], [32.46981, 5.00878, -9.03622], [30.73343, 5.22769, -9.92494], [32.37570, 5.45994, -10.89821], [30.45765, 2.61635, -7.35900], [30.01246, 2.14808, -8.07058], [30.60673, 3.49937, -7.71649], [33.81437, 8.07172, -10.89102], [33.02007, 7.52267, -10.94608], [33.84918, 8.33272, -9.95497], [31.27130, 3.16429, -11.40080], [32.13707, 2.78767, -11.58359], [31.46891, 3.96000, -10.86579], [32.17191, 5.12414, -5.53116], [32.27146, 5.89519, -4.96755], [31.72841, 5.46904, -6.32523], [31.02642, 6.80197, -12.56483], [31.38232, 6.27802, -11.82255], [31.77021, 6.90142, -13.16558], [33.07939, 8.26819, -8.09277], [32.39563, 7.67091, -8.44074], [33.81105, 7.67274, -7.85422], [28.28471, 5.70521, -9.81636], [29.22705, 5.66724, -9.59070], [28.13635, 4.90197, -10.32558], [35.14226, 6.26361, -8.31702], [34.93438, 5.33152, -8.18149], [35.49901, 6.29260, -9.21220], [28.88272, 4.07262, -12.94226], [28.92942, 3.35601, -13.57893], [29.80563, 4.27428, -12.74249], [30.03633, 6.21449, -6.95289], [29.83983, 6.82889, -6.24010], [29.82899, 6.69711, -7.76065], [33.72546, 3.51518, -7.65746], [33.16957, 3.06286, -7.01443], [33.34004, 4.39420, -7.72516], [34.90384, 4.38123, -10.84580], [34.03763, 4.80755, -10.77638], [34.80129, 3.57229, -10.33391]],
  "nbo_charge": [-0.730, -0.053, -0.038, -0.058, -0.066, -0.952, 0.469, 0.484, -0.987, 0.483, 0.489, -0.989, 0.463, 0.513, -0.967, 0.461, 0.495, -0.965, 0.493, 0.459, -0.997, 0.490, 0.499, -0.965, 0.479, 0.478, -0.975, 0.488, 0.495, -0.955, 0.456, 0.496, -0.950, 0.473, 0.489, -0.975, 0.491, 0.482, -0.972, 0.496, 0.472]
}

---

No. 4
{
  "formula": "C22H32GdN5O",
  "method": "ωB97M-V/def2-TZVPD",
  "e_above_lowest_ev": 0.0130,
  "e_tot_ha": -1971.723697,
  "lumo_ev": [-4.83, -7.57],
  "spin_multiplicity": 8,
  "homo_ev": [-12.99, -12.90],
  "total_charge": 2,
  "species": ["Gd", "C", "N", "C", "C", "C", "C", "C", "C", "C", "N", "C", "C", "C", "C", "C", "C", "N", "C", "C", "H", "H", "H", "H", "H", "H", "H", "H", "H", "H", "H", "H", "H", "H", "H", "H", "H", "H", "H", "H", "C", "N", "C", "C", "N", "C", "H", "H", "H", "H", "H", "H", "C", "C", "O", "H", "H", "H", "H", "H", "H"],
  "xyz": [[0.04423, -0.43443, -0.03423], [-1.87337, -0.83074, -2.64019], [-2.00543, -0.23078, -1.29652], [-2.97908, -0.97836, -0.47643], [-2.28293, 1.20302, -1.33935], [-3.57195, 1.65344, -1.59492], [-3.83666, 3.00991, -1.59016], [-2.81800, 3.90001, -1.28162], [-1.53220, 3.45788, -1.03188], [-1.21279, 2.09452, -1.12412], [0.06608, 1.52633, -0.96868], [1.31998, 2.06032, -1.31373], [1.60334, 3.40286, -1.60480], [2.87677, 3.80019, -1.97129], [3.92404, 2.89282, -2.04797], [3.67691, 1.56425, -1.76035], [2.40207, 1.15899, -1.38896], [2.14141, -0.25980, -1.17585], [2.00330, -0.97753, -2.46347], [3.07202, -0.93891, -0.24358], [-2.83077, -0.80026, -3.16731], [-1.55803, -1.87296, -2.54773], [-1.14154, -0.26719, -3.21755], [-3.97310, -1.01022, -0.92778], [-3.07684, -0.49257, 0.49856], [-2.63083, -2.00699, -0.34941], [-4.36708, 0.94879, -1.79596], [-4.83228, 3.37171, -1.80314], [-3.02888, 4.95896, -1.22588], [-0.78861, 4.17674, -0.73520], [0.83014, 4.14805, -1.58864], [3.04976, 4.84154, -2.20486], [4.91133, 3.21555, -2.34434], [4.47185, 0.83307, -1.83605], [2.95457, -0.98685, -3.00137], [1.26484, -0.46212, -3.07809], [1.68891, -2.00801, -2.27900], [3.85805, -0.26169, 0.08229], [3.51512, -1.81929, -0.70736], [2.54726, -1.28775, 0.66367], [-1.23402, -0.43992, 5.80468], [-0.49337, -0.23481, 4.55887], [0.74629, 0.33460, 4.43606], [1.02632, 0.35968, 3.10617], [-0.02836, -0.19515, 2.40619], [-0.91906, -0.54112, 3.32888], [-0.63558, -0.04724, 6.62117], [-1.40154, -1.50278, 5.95961], [-2.17628, 0.09990, 5.75792], [1.29817, 0.67276, 5.29479], [1.90206, 0.75828, 2.61984], [-1.87725, -1.00501, 3.15457], [0.50358, -5.11033, 0.78285], [0.03872, -3.69438, 1.00877], [-0.03312, -2.96299, -0.25795], [0.56299, -5.65047, 1.72638], [1.49065, -5.12485, 0.32259], [-0.19910, -5.65234, 0.14745], [0.74147, -3.12592, 1.62375], [-0.94749, -3.64510, 1.47680], [-0.24669, -3.58534, -0.96614]],
  "mulliken_charge": [0.273, -1.094, 0.971, -1.044, 0.773, -0.352, -0.945, -0.758, -1.092, 0.214, 0.337, 0.585, -0.970, -1.000, -0.989, -0.232, 0.696, 0.886, -1.121, -0.936, 0.374, 0.326, 0.314, 0.407, 0.399, 0.297, 0.396, 0.425, 0.432, 0.518, 0.191, 0.438, 0.428, 0.541, 0.391, 0.291, 0.353, 0.395, 0.375, 0.192, -0.816, 0.068, -0.467, -0.686, 0.064, -0.541, 0.292, 0.339, 0.347, 0.439, 0.535, 0.516, -1.441, 0.018, -0.225, 0.406, 0.347, 0.419, 0.239, 0.254, 0.206]
}